# 1
The following is a DFT calculation (the ωB97M-V functional and the def2-TZVPD basis) of one molecule with the formula C6H12O.

```
! wB97M-V def2-TZVPD RIJCOSX def2/J DEFGRID3
* xyz 0 1
C -0.78393 2.05444 0.37300
C -0.00906 1.04111 0.76108
O -2.08304 -0.82748 0.47507
C -0.76408 -1.29835 0.36437
C 0.27826 -0.21703 -0.03586
C 1.67243 -0.74242 0.32803
C 0.19949 0.02575 -1.54679
H -2.05220 0.03070 0.92026
H -0.97141 2.90786 1.01940
H -1.24822 2.08209 -0.60981
H 0.42056 1.07304 1.76413
H -0.79480 -2.06381 -0.41958
H -0.44471 -1.79231 1.29524
H 1.76317 -0.91411 1.40826
H 2.44686 -0.02591 0.03400
H 1.87506 -1.69110 -0.18407
H 0.89928 0.81100 -1.85385
H -0.81067 0.30921 -1.86123
H 0.46536 -0.89597 -2.07817
*
```

Calculated values
Gap between HOMO and LUMO in Ha: 0.4001
Lowest unoccupied orbital energy in eV: 0.905
SMILES: C=CC(C)(C)CO
Energy above the lowest of the compared OMol25 structures with the same formula, charge and spin in kcal per mole: 21.7
Energy in eV: -8463.41318
HOMO energy in eV: -9.982

***

# 2
The following is a DFT calculation (the ωB97M-V functional and the def2-TZVPD basis) of C32H43AlCl3GeN3O7S6 as an isolated structure.

```
! wB97M-V def2-TZVPD RIJCOSX def2/J DEFGRID3
* xyz 1 2
Al -0.47235 0.78484 -0.64301
C -1.30197 2.98286 1.74026
C -1.74655 1.57969 2.11176
C -3.26019 1.52867 2.26094
C -1.06556 1.10798 3.38718
O -1.33528 0.66595 1.04289
Ge -2.41090 -0.76420 0.27216
O -0.61723 -1.08045 -0.42695
C -0.14523 -2.29991 -1.06355
C 0.02987 -3.33591 0.03472
C -1.17530 -2.75339 -2.08856
C 1.18043 -1.99267 -1.74150
O -2.30295 0.51456 -1.18462
C -3.31073 0.86589 -2.17606
C -4.10724 2.02331 -1.59498
C -4.20454 -0.34158 -2.41442
C -2.59907 1.26261 -3.45470
H -1.55987 3.67564 2.54178
H -1.80039 3.32177 0.83096
H -0.22221 3.02419 1.58668
H -3.58354 2.23913 3.02160
H -3.59926 0.53666 2.56979
H -3.74677 1.80348 1.32429
H -1.40776 1.70000 4.23651
H 0.01720 1.22044 3.31299
H -1.30478 0.06052 3.58490
H -0.91610 -3.52675 0.54680
H 0.75869 -2.99918 0.77619
H 0.38148 -4.28041 -0.38210
H -2.13244 -2.98103 -1.61066
H -0.83528 -3.65802 -2.59321
H -1.33080 -1.97800 -2.84059
H 1.91400 -1.62447 -1.02316
H 1.05787 -1.24573 -2.52575
H 1.57422 -2.90087 -2.20027
H -4.63784 1.70193 -0.69721
H -4.84428 2.39117 -2.31045
H -3.43212 2.83919 -1.33101
H -4.72802 -0.63552 -1.50140
H -3.62669 -1.18980 -2.78369
H -4.96116 -0.09792 -3.16049
H -1.97019 2.13740 -3.29484
H -3.33303 1.52300 -4.21866
H -1.98173 0.44460 -3.82875
O 0.35773 1.10602 -2.36900
N 0.45852 2.36838 -2.11307
O 1.08841 3.13006 -2.75831
O -0.18513 2.67494 -1.04296
Cl 7.27760 -2.67437 -2.33464
C 6.27907 -2.49538 -0.93554
C 4.97919 -2.97186 -0.95088
C 4.20114 -2.81145 0.18199
C 4.67534 -2.18050 1.32761
C 3.73438 -2.02661 2.49617
C 3.42669 -0.56339 2.84847
N 2.83359 0.12816 1.71082
C 3.49031 0.92029 0.79776
C 2.55891 1.30690 -0.10979
N 1.34294 0.75026 0.22959
C 1.55615 0.04196 1.32674
O 4.24816 -2.69782 3.62502
C 3.26765 -3.22781 4.50803
C 2.30953 -4.19151 3.86090
C 2.63890 -5.20274 3.00788
Cl 4.20090 -5.64517 2.46371
S 1.27561 -6.11081 2.49549
C 0.22361 -5.13494 3.42505
C 0.90029 -4.15978 4.08771
C 5.99495 -1.73207 1.31133
Cl 6.71403 -0.96849 2.69690
C 6.79816 -1.88161 0.19204
H 4.59227 -3.46640 -1.83054
H 3.19068 -3.20535 0.18810
H 2.78794 -2.48927 2.19032
H 4.32783 -0.03380 3.14121
H 2.72217 -0.52380 3.67912
H 4.54209 1.13202 0.88064
H 2.69360 1.93730 -0.97145
H 0.80781 -0.52590 1.85299
H 2.68481 -2.42546 4.97568
H 3.83819 -3.71488 5.29749
H -0.83451 -5.34010 3.44323
H 0.42412 -3.44371 4.74433
H 7.81875 -1.52722 0.20458
C -4.13257 5.73719 -5.79160
S -5.15554 4.97030 -4.51389
C -4.34382 5.24796 -3.01647
C -2.97473 5.22619 -2.72007
S -1.71846 4.85362 -3.73854
S -2.62030 5.49243 -1.01195
C -4.24041 5.46052 -0.40356
S -4.64479 5.50731 1.16901
S -5.42833 5.44669 -1.68543
H -4.82098 5.90656 -6.61814
H -3.32077 5.08802 -6.09628
H -3.74611 6.68946 -5.43963
*
```

Calculated values
⟨S²⟩: 0.778
Gap between HOMO and LUMO (alpha / beta) in Ha: 0.2800 / 0.2353
Lowest unoccupied orbital energy (alpha / beta) in eV: -2.426 / -4.383
Energy above the lowest of the compared OMol25 structures with the same formula, charge and spin in kcal per mole: 0.0
Energy in eV: -218374.68886
HOMO energy (alpha / beta) in eV: -10.046 / -10.787

***

# 3
The following is a DFT calculation (the ωB97M-V functional and the def2-TZVPD basis) of a 3-piece molecular cluster, H7O3 overall at a distorted geometry.

```
! wB97M-V def2-TZVPD RIJCOSX def2/J DEFGRID3
* xyz 1 1
O -2.26425 0.68313 0.27800
H -2.24310 1.24808 1.03927
H -3.22254 0.69650 -0.08995
O 2.32662 -0.28214 0.24351
H 3.16813 0.14176 0.43867
H 2.80263 -1.01961 -0.28458
O -0.24757 -0.39102 -0.57086
H 0.58486 -0.07450 -0.00690
H 0.19641 -1.26215 -0.81677
H -1.10118 0.25997 -0.23040
*
```

Calculated values
Gap between HOMO and LUMO in Ha: 0.4724
Lowest unoccupied orbital energy in eV: -3.840
Energy above the lowest of the compared OMol25 structures with the same formula, charge and spin in kcal per mole: 31.9
Energy in eV: -6248.03850
HOMO energy in eV: -16.696